Below is C21H43BFeO2P2 as an isolated structure, with properties calculated with ωB97M-V with the def2-TZVPD basis set.

XYZ file:
```
70
Properties=species:S:1:pos:R:3:forces:R:3:mulliken_spin:R:1
Fe 2.730720 -0.590924 -2.600592 3.1 -1.4 2.8 3.68
P 1.078260 -1.908933 -2.951190 -1.9 -2.2 -0.6 -0.01
P 1.929153 1.154377 -3.247733 -1.9 3.7 -1.6 0.11
O -0.358802 -0.270216 3.143062 0.9 0.1 0.8 0.00
O 1.705656 -0.398775 4.229044 -0.5 -0.2 -0.5 0.00
C -1.364385 1.810698 -0.694722 -0.9 0.3 0.7 0.00
C 0.368811 -0.918593 -4.336280 0.1 -1.0 -0.2 -0.01
C 2.503518 -2.856287 -3.670456 -1.0 -1.0 -0.7 0.06
C 1.302288 0.641320 6.314247 -0.3 0.1 0.2 0.00
C -1.001920 0.721077 0.286596 0.1 -1.5 0.5 0.00
C -2.905733 -1.986617 -0.662215 2.3 -0.1 1.7 0.00
C -0.239667 -3.292528 -3.099935 0.1 0.2 0.0 0.03
C -3.205861 0.432491 -1.644265 -1.6 0.9 -1.0 0.00
C 0.371894 2.144681 -3.340607 -0.8 0.2 -0.3 0.03
C 1.738196 1.980666 4.260905 0.1 0.3 -0.1 0.00
C -0.444870 0.571228 4.312342 -0.5 0.2 0.7 0.00
C -2.570858 1.778958 -1.286230 2.0 -0.4 -0.7 0.00
C 1.055856 0.731993 4.821955 0.0 0.3 -0.5 0.00
C -0.643820 -0.700331 -0.397865 -0.5 -0.4 0.0 -0.13
C -3.509395 -0.607278 -0.517901 -1.0 0.3 -0.3 0.00
C -1.328630 -0.132178 5.335629 -0.2 -0.3 0.3 0.00
C 1.348301 0.161400 -4.780064 0.3 0.6 0.2 0.05
C -1.557802 -1.978294 -0.413901 -0.6 0.3 -0.8 -0.01
C 2.812774 2.634708 -3.896363 0.6 -0.2 -0.7 0.03
C -1.143623 1.850901 3.925439 -0.1 0.7 0.0 0.00
C 1.347320 -1.948889 2.241707 0.8 -0.2 -0.5 -0.03
B 0.889915 -0.855506 3.217397 0.0 -0.1 -0.1 0.01
H -3.172097 -0.199192 0.444293 -0.5 -0.3 -0.5 0.00
H -0.202986 -4.096294 -2.356333 0.2 0.3 0.0 0.00
H 0.778348 0.941546 -5.287588 0.4 -0.2 -0.7 0.00
H -3.490962 -2.954760 -0.604392 0.7 1.4 -0.5 0.00
H 2.915313 3.400119 -3.108080 0.0 -0.5 -0.2 0.00
H -0.914509 -1.094495 5.651115 0.0 0.1 0.0 0.00
H -0.694586 2.677413 -0.779218 -0.6 -0.2 0.5 0.00
H 2.398094 -2.208771 2.468737 -0.6 -0.4 -0.1 0.00
H -4.145337 0.827191 -2.129964 0.4 -1.2 0.5 0.00
H 1.354972 -1.577257 1.209201 0.0 -0.1 0.4 0.09
H 2.073805 -3.397430 -4.542226 0.6 0.3 0.1 -0.01
H -0.092604 0.978564 0.851073 -0.5 0.1 -0.1 0.01
H -0.941287 -2.890547 -0.453372 -0.6 0.3 0.3 0.00
H 0.535219 2.723474 -4.266488 -0.6 -0.1 0.6 0.00
H 0.868079 -0.273260 6.723348 0.1 0.1 0.0 0.00
H 1.409544 2.885512 4.778156 -0.1 -0.1 0.0 0.00
H 0.222887 2.848978 -2.509201 -0.1 -0.4 -0.4 0.00
H 2.381603 0.633764 6.501602 -0.2 0.0 -0.1 0.00
H -0.499136 1.502757 -3.545131 0.1 0.4 0.7 -0.01
H -2.180051 1.652178 3.629252 0.2 -0.1 0.0 0.00
H 0.370333 -1.064125 -0.130979 -0.9 0.6 0.2 0.09
H 0.116967 -1.623658 -5.134076 0.0 0.2 -0.3 0.00
H 2.186951 -0.225703 -5.388366 -0.5 0.2 0.2 0.01
H -1.182066 2.542162 4.779710 0.1 -0.1 -0.2 0.00
H 3.338665 -2.187398 -3.950318 0.0 -0.5 0.0 0.05
H 2.826550 -3.607144 -2.924334 0.0 0.5 -0.4 0.00
H 3.785093 2.384747 -4.333185 0.0 0.2 0.3 -0.01
H -0.138989 -3.759595 -4.088681 0.3 0.1 0.1 0.00
H -4.585963 -0.701732 -0.457116 -0.3 0.1 0.1 0.00
H -1.257968 -2.887931 -3.098350 0.3 0.2 0.3 0.00
H 0.650165 -2.792614 2.253826 0.3 -0.1 0.1 0.00
H -2.674910 -0.052795 -2.515051 -0.1 0.5 1.0 0.00
H -0.658474 2.356039 3.088463 0.0 0.0 0.1 0.00
H -1.881819 0.671389 1.029002 2.0 -0.1 -0.9 0.00
H -1.481655 0.487291 6.229392 0.1 -0.1 -0.2 0.00
H -0.502964 -0.514785 -1.462124 -0.1 0.4 -0.2 -0.02
H -2.322998 -0.328519 4.916579 0.3 0.1 -0.1 0.00
H -0.601616 -0.536737 -3.985242 0.4 0.1 0.0 -0.01
H 2.819799 1.912899 4.413665 -0.1 -0.2 0.0 0.00
H -2.917055 2.690075 -1.796554 0.1 -0.6 -0.1 0.00
H 0.864529 1.502975 6.826029 0.0 -0.1 0.0 0.00
H 1.567809 2.136500 3.186965 0.0 -0.2 0.2 0.00
H 2.167993 3.050051 -4.682055 0.6 0.1 0.1 0.01
```
Forces are in eV/Å.

Computed properties:
Molar mass (g mol⁻¹): 456.18
Charge: 0
E_LUMO (spin up / spin down) (eV): 0.612 / 0.482
Spin multiplicity: 5

Below is an isolated ion of composition C8H22N3 and charge +1, with properties calculated with ωB97M-V with the def2-TZVPD basis set.

XYZ file:
```
33
Properties=species:S:1:pos:R:3:forces:R:3:nbo_charge:R:1
N 2.898871 1.137386 -0.608458 -0.6 2.4 1.2 -0.78
N 0.300850 1.785103 0.111346 -0.8 -0.1 -0.1 -0.89
N 0.810266 -1.990301 -0.007084 1.3 1.2 1.5 -0.79
C 2.463638 -0.258635 -0.804013 -1.2 -1.7 -0.3 -0.28
C -1.871773 -0.573448 1.258451 -0.7 -0.2 -3.2 -0.63
C -2.375797 1.121021 -0.575067 1.2 0.9 0.7 -0.61
C 1.554220 -0.366963 1.570908 0.9 0.5 0.6 -0.67
C 1.223656 -0.605110 0.124495 -1.4 2.2 -0.8 0.15
C -0.049393 0.462412 -0.468781 2.1 -2.6 4.1 -0.01
C -1.474025 -0.083189 -0.182708 0.5 1.4 -1.4 -0.06
C -1.728571 -1.225511 -1.206867 1.2 1.7 -1.7 -0.60
H 2.402843 -0.990920 1.879722 0.0 -0.2 -0.3 0.22
H 3.504148 1.261120 0.271020 -0.8 -0.1 -2.0 0.45
H 1.967709 0.681964 1.729546 -1.3 -1.1 0.4 0.20
H 1.922341 1.596891 -0.327880 0.4 -0.1 0.6 0.48
H -2.925385 -0.802472 1.079444 0.0 -0.8 0.2 0.23
H -0.142542 2.496259 -0.509351 0.2 -0.4 1.3 0.40
H -3.401187 0.816374 -0.619882 -0.6 0.1 -0.4 0.23
H -1.321479 -1.406957 1.617086 0.3 -0.7 0.2 0.23
H -2.207006 -0.994501 -2.206258 0.6 0.5 1.2 0.22
H -2.423671 -1.752166 -0.693244 -2.0 -2.6 1.0 0.22
H 1.647228 -2.474192 0.273838 0.2 -0.9 0.5 0.35
H -2.274940 1.918510 0.181047 -0.4 -0.4 0.1 0.20
H -0.090925 1.802965 1.110525 0.7 0.4 -2.1 0.41
H -2.005191 1.677877 -1.470480 -0.6 -1.0 0.1 0.20
H -2.002059 0.166223 1.959796 0.6 2.1 1.8 0.21
H -0.822724 -1.789569 -1.421945 -0.7 -0.1 0.1 0.20
H 2.144903 -0.477966 -1.816861 -0.2 0.8 -0.5 0.22
H 3.218178 -1.024960 -0.710068 0.9 0.3 0.7 0.23
H 0.791096 -2.133434 -0.963731 -0.4 -1.0 -2.4 0.34
H 3.125865 1.838039 -1.380419 0.5 -1.9 0.8 0.46
H 0.730338 -0.750800 2.205314 0.3 1.1 -0.2 0.26
H 0.200232 0.388687 -1.483665 -0.3 0.6 -1.7 0.19
```
Forces are in eV/Å.

Computed properties:
Molar mass (g mol⁻¹): 160.28
Charge: +1
E_LUMO (eV): -3.206

In kcal/mol, the energy above the lowest of the compared OMol25 structures with the same formula, charge and spin values for the records above are, in order, 45.3; 74.5.